Record 1
A molecular structure, C13H25Br10Cl3O2Sr2 in a non-equilibrium geometry. Source: OMol25; level of theory: ωB97M-V/def2-TZVPD.

Computed properties:
Maximum force ... 3.6 eV/Å
ΔE to the lowest compared entry with this formula, charge and spin ... 66.6 kcal/mol
Molecular weight ... 1293.98 g mol⁻¹
Orbital gap ... 4.96 eV
Charge ... +2
E_LUMO ... -8.4507 eV

Geometry (Å):
Sr -0.761 -4.318 2.273
Sr 1.984 -1.307 2.388
O 1.220 0.871 1.489
C -0.017 0.522 0.758
C -0.408 -0.981 0.294
O -0.310 -2.067 1.210
H -0.234 1.198 -0.069
H -0.795 0.820 1.461
H 0.194 -1.243 -0.577
H -1.390 -1.098 -0.165
Br 2.096 5.469 3.606
C 2.551 3.617 3.021
C 2.575 2.751 4.268
Br 3.663 1.124 3.904
H 3.512 3.606 2.507
H 1.836 3.295 2.265
H 1.571 2.466 4.584
H 3.076 3.186 5.133
Br 2.592 -3.601 -4.858
C 1.367 -4.514 -3.572
C 1.544 -3.889 -2.200
Br 1.090 -5.132 -0.709
H 1.658 -5.565 -3.571
H 0.291 -4.508 -3.748
H 1.019 -2.938 -2.108
H 2.576 -3.579 -2.034
Br -0.906 -1.728 -3.796
C 0.258 -0.143 -4.160
C -0.537 1.086 -3.578
Br 0.713 2.660 -3.682
H 0.450 -0.059 -5.230
H 1.181 -0.213 -3.585
H -1.020 1.049 -2.602
H -1.327 1.319 -4.292
Br -2.764 -4.243 0.117
C -4.029 -2.861 -0.524
C -4.763 -3.360 -1.789
Br -5.829 -1.862 -2.626
H -3.349 -2.036 -0.734
H -4.733 -2.562 0.253
H -5.408 -4.215 -1.588
H -4.000 -3.613 -2.524
Br -3.289 5.066 3.292
C -2.743 3.102 3.265
C -1.379 2.750 3.766
Br -1.251 3.092 5.711
H -2.822 2.755 2.235
H -3.619 2.553 3.610
H -0.579 3.367 3.357
H -1.163 1.700 3.564
C 3.967 2.301 -0.729
Cl 4.149 1.796 -2.358
Cl 3.330 3.979 -0.775
Cl 5.610 2.484 -0.043
H 3.355 1.650 -0.105

Record 2
A molecular structure, C9H11N2O in a non-equilibrium geometry. Source: OMol25; level of theory: ωB97M-V/def2-TZVPD.

Computed properties:
Maximum force ... 5.0 eV/Å
ΔE to the lowest compared entry with this formula, charge and spin ... 61.6 kcal/mol
Molecular weight ... 163.20 g mol⁻¹
Orbital gap ... 8.11 eV
Charge ... +1
E_LUMO ... -3.9984 eV

Geometry (Å):
C 3.092 0.566 0.071
C 3.023 -0.817 0.236
C 1.960 1.346 -0.051
C 1.861 -1.520 0.299
C 0.707 0.733 0.199
C 0.726 -0.665 0.281
C -2.780 -0.064 1.128
C -0.563 1.424 0.221
C -1.611 -0.268 0.289
N -0.551 -1.128 0.554
N -1.855 -0.437 -1.271
O -3.852 0.282 0.685
H 4.077 0.873 0.034
H 3.926 -1.436 0.264
H 1.906 2.371 -0.197
H 1.886 -2.646 0.392
H -2.528 -0.414 2.122
H -0.823 2.048 1.108
H -1.044 1.746 -0.736
H -0.707 -2.241 0.553
H -1.943 -1.385 -1.492
H -0.858 -0.128 -1.765
H -2.640 0.090 -1.756

Record 3
C4H6N2O in the gas phase. Source: OMol25; level of theory: ωB97M-V/def2-TZVPD.

Computed properties:
Maximum force ... 0.2 eV/Å
ΔE to the lowest compared entry with this formula, charge and spin ... 26.9 kcal/mol
Molecular weight ... 98.10 g mol⁻¹
Orbital gap ... 7.85 eV
E_LUMO ... 0.6213 eV

Geometry (Å):
C 1.578 0.951 -0.282
O 1.217 -1.799 -0.615
C 0.237 -1.150 -0.244
C -1.102 -1.427 0.080
N -1.711 -0.234 0.434
C -0.856 0.778 0.356
N 0.319 0.281 -0.049
H 2.059 0.428 -1.111
H 2.229 0.861 0.592
H 1.426 2.004 -0.528
H -1.631 -2.364 0.081
H -2.676 -0.140 0.709
H -1.089 1.809 0.577

Record 4
A molecular structure, C28H39N5PdSSb. Source: OMol25; level of theory: ωB97M-V/def2-TZVPD.

Computed properties:
Maximum force ... 0.4 eV/Å
Molecular weight ... 705.90 g mol⁻¹
Orbital gap (alpha / beta) ... 8.95 / 5.30 eV
Expectation value of S² ... 6.027
2S+1 ... 5
Charge ... +3
E_LUMO (alpha / beta) ... -7.4404 / -11.9554 eV

Geometry (Å):
Pd -1.383 0.107 -2.017
C -2.934 2.508 -2.789
N -2.063 2.181 -1.634
C -0.824 2.985 -1.655
C 0.019 2.631 -2.858
C 0.698 3.596 -3.576
C 1.498 3.206 -4.643
C 1.591 1.861 -4.957
C 0.870 0.956 -4.201
N 0.094 1.322 -3.174
C -2.796 2.265 -0.352
C -2.830 0.977 0.446
C -3.447 0.978 1.690
C -3.535 -0.202 2.405
C -2.992 -1.360 1.862
C -2.384 -1.286 0.628
N -2.304 -0.141 -0.070
C -3.869 1.366 -3.101
C -5.113 1.560 -3.674
C -5.903 0.457 -3.958
C -5.436 -0.810 -3.636
C -4.188 -0.928 -3.058
N -3.417 0.137 -2.813
H -2.300 2.702 -3.657
H -3.498 3.423 -2.589
H -0.269 2.749 -0.743
H -1.047 4.056 -1.637
H 0.605 4.638 -3.303
H 2.036 3.946 -5.222
H 2.203 1.512 -5.776
H 0.919 -0.103 -4.423
H -3.828 2.561 -0.552
H -2.368 3.059 0.264
H -3.865 1.896 2.080
H -4.027 -0.222 3.368
H -3.051 -2.308 2.377
H -1.950 -2.163 0.166
H -5.456 2.563 -3.892
H -6.876 0.583 -4.413
H -6.028 -1.694 -3.824
H -3.796 -1.894 -2.766
C 3.809 -2.794 4.485
C 2.348 -2.352 4.429
C 1.866 -1.775 5.754
Sb 2.074 -0.921 2.825
C 3.716 0.469 2.600
C 3.936 1.236 3.899
C 4.974 -0.256 2.122
C 1.729 -1.980 0.970
C 1.922 -1.124 -0.279
C 2.655 -3.202 0.952
H 3.891 -3.596 5.222
H 4.454 -1.982 4.820
H 4.187 -3.181 3.538
H 1.707 -3.181 4.120
H 2.480 -0.930 6.069
H 1.954 -2.546 6.521
H 0.824 -1.456 5.723
H 3.368 1.146 1.816
H 4.301 0.579 4.690
H 3.035 1.737 4.255
H 4.699 1.999 3.736
H 5.360 -0.939 2.878
H 5.747 0.492 1.933
H 4.824 -0.812 1.196
H 0.696 -2.328 1.027
H 2.888 -0.616 -0.291
H 1.143 -0.372 -0.479
H 1.921 -1.794 -1.144
H 3.707 -2.916 0.908
H 2.439 -3.798 0.063
H 2.508 -3.851 1.816
S -0.904 -2.048 -3.363
C -0.609 -2.982 -2.051
N -0.403 -3.595 -1.081

Record 5
2 unconnected molecules or ions with the total composition C4H12O in a non-equilibrium geometry. Source: OMol25; level of theory: ωB97M-V/def2-TZVPD.

Computed properties:
Maximum force ... 4.2 eV/Å
SMILES ... CCO.CC
ΔE to the lowest compared entry with this formula, charge and spin ... 32.3 kcal/mol
Molecular weight ... 76.14 g mol⁻¹
Orbital gap ... 10.82 eV
E_LUMO ... 0.7943 eV

Geometry (Å):
C 1.179 1.316 1.773
C 0.454 2.772 1.531
O 0.097 0.411 2.141
H 1.878 1.088 0.997
H 1.759 1.362 2.684
H 0.355 3.212 2.455
H 0.059 -0.331 1.460
H -0.507 2.677 1.039
H 1.091 3.312 0.934
C -0.540 -2.495 -1.296
C -1.110 -1.477 -2.378
H -1.171 -3.421 -1.329
H 0.546 -2.796 -1.600
H -0.567 -2.058 -0.278
H -2.189 -1.336 -2.447
H -0.586 -0.461 -2.316
H -0.751 -1.775 -3.370

Record 6
C4H3F4N in the gas phase in a non-equilibrium geometry. Source: OMol25; level of theory: ωB97M-V/def2-TZVPD.

Computed properties:
Maximum force ... 2.6 eV/Å
ΔE to the lowest compared entry with this formula, charge and spin ... 92.0 kcal/mol
Molecular weight ... 141.07 g mol⁻¹
Orbital gap (alpha / beta) ... 9.28 / 6.77 eV
E_LUMO (alpha / beta) ... 0.6185 / -0.9311 eV

Geometry (Å):
C -0.445 -0.393 -1.246
C -0.327 1.259 0.580
C 0.692 -1.213 -1.165
C 0.148 0.249 1.524
N -0.929 0.695 -0.668
F 0.862 -2.163 -2.039
F 1.744 -1.110 -0.417
F -0.511 -0.872 1.568
F 0.825 0.390 2.654
H -1.127 -0.652 -2.116
H -1.321 1.699 0.979
H 0.389 2.113 0.345

Record 7
C11H19N3O2S in the gas phase in a non-equilibrium geometry. Source: OMol25; level of theory: ωB97M-V/def2-TZVPD.

Computed properties:
Maximum force ... 1.8 eV/Å
SMILES ... CCCCCCc1nnc(NC(=O)OCC)s1
ΔE to the lowest compared entry with this formula, charge and spin ... 3.5 kcal/mol
Molecular weight ... 257.36 g mol⁻¹
Orbital gap ... 9.64 eV
E_LUMO ... 0.6948 eV

Geometry (Å):
C 2.811 1.228 -2.584
C 3.488 0.192 -1.693
C 2.606 -1.007 -1.341
C 2.199 -1.875 -2.537
C 0.875 -1.497 -3.205
H 0.875 -0.451 -3.502
H 0.768 -2.107 -4.105
C -0.349 -1.743 -2.313
C -0.624 -0.623 -1.379
N -0.571 0.620 -1.691
N -0.887 1.454 -0.705
C -1.198 0.844 0.388
N -1.561 1.497 1.534
C -1.900 0.840 2.689
O -1.904 -0.357 2.804
O -2.205 1.726 3.643
C -2.611 1.181 4.903
C -4.073 0.761 4.886
H -4.219 -0.049 4.175
H -4.704 1.599 4.603
H -4.362 0.416 5.875
H -1.973 0.325 5.141
H -2.439 1.987 5.619
H -1.578 2.507 1.510
S -1.120 -0.898 0.295
H -0.229 -2.665 -1.743
H -1.231 -1.857 -2.952
H 2.121 -2.915 -2.209
H 2.991 -1.834 -3.287
H 3.163 -1.629 -0.635
H 1.715 -0.653 -0.824
H 3.785 0.674 -0.758
H 4.399 -0.165 -2.180
H 3.421 2.127 -2.640
H 1.835 1.497 -2.187
H 2.683 0.848 -3.594

Record 8
A gas-phase ion, C25H33BrF4N3O4 (charge +1) in a non-equilibrium geometry. Source: OMol25; level of theory: ωB97M-V/def2-TZVPD.

Computed properties:
Maximum force ... 2.2 eV/Å
SMILES ... Cc1ccc(C(C)C)c(OCn2c(CCC(N)=O)c(C[C@H](O)C(F)(F)F)[n+](C[C@H](C)Br)c2CC(=O)F)c1
ΔE to the lowest compared entry with this formula, charge and spin ... 0.0 kcal/mol
Molecular weight ... 595.45 g mol⁻¹
Orbital gap ... 8.74 eV
Charge ... +1
E_LUMO ... -2.7565 eV

Geometry (Å):
C 1.062 3.036 2.923
C 2.046 2.426 1.945
C 3.375 2.294 2.246
C 4.232 1.762 1.289
C 3.805 1.369 0.050
C 4.809 0.831 -0.964
C 6.277 0.962 -0.518
C 4.574 -0.651 -1.374
C 2.435 1.484 -0.248
O 2.037 1.037 -1.511
C 0.691 1.269 -1.803
N -0.228 0.375 -1.054
C -1.437 0.745 -0.444
C -1.939 2.176 -0.512
C -3.468 2.361 -0.594
C -4.064 2.104 -1.990
N -3.614 1.073 -2.844
O -4.984 2.812 -2.348
C -1.900 -0.382 0.161
C -3.130 -0.570 1.017
C -4.286 -1.314 0.302
O -4.867 -0.569 -0.742
C -5.393 -1.656 1.316
F -6.452 -2.197 0.720
F -5.766 -0.567 2.008
F -4.957 -2.558 2.219
N -0.991 -1.403 -0.089
C -1.072 -2.782 0.400
C 0.084 -3.214 1.333
C -0.457 -4.259 2.340
Br 0.939 -1.722 2.266
C -0.003 -0.905 -0.828
C 1.172 -1.734 -1.288
C 1.281 -1.669 -2.821
O 2.254 -1.986 -3.433
F 0.172 -1.241 -3.495
C 1.600 2.018 0.697
H 0.561 3.874 2.417
H 0.269 2.344 3.233
H 1.568 3.405 3.820
H 3.714 2.621 3.225
H 5.270 1.677 1.593
H 4.717 1.420 -1.891
H 6.552 1.983 -0.224
H 6.473 0.335 0.366
H 6.956 0.628 -1.309
H 3.813 -0.657 -2.159
H 5.511 -1.021 -1.799
H 4.227 -1.284 -0.548
H 0.427 2.311 -1.606
H 0.535 1.072 -2.868
H -1.529 2.796 0.297
H -1.528 2.609 -1.434
H -3.676 3.414 -0.377
H -4.039 1.787 0.137
H -3.087 0.400 -2.292
H -4.449 0.566 -3.128
H -3.465 0.340 1.514
H -2.831 -1.256 1.829
H -3.934 -2.290 -0.064
H -5.706 -0.203 -0.432
H -1.036 -3.432 -0.487
H -2.056 -2.937 0.846
H 0.884 -3.730 0.797
H -1.289 -3.859 2.923
H -0.745 -5.136 1.742
H 0.384 -4.574 2.965
H 2.088 -1.320 -0.862
H 1.044 -2.791 -1.058
H 0.540 2.157 0.503

Record 9
2 unconnected molecules or ions with the total composition C3H7FN5 in a non-equilibrium geometry. Source: OMol25; level of theory: ωB97M-V/def2-TZVPD.

Computed properties:
Maximum force ... 4.3 eV/Å
ΔE to the lowest compared entry with this formula, charge and spin ... 113.5 kcal/mol
Molecular weight ... 132.12 g mol⁻¹
Orbital gap (alpha / beta) ... 8.42 / 8.42 eV
Charge ... +1
E_LUMO (alpha / beta) ... -5.7216 / -5.7212 eV

Geometry (Å):
C 0.549 0.783 -0.489
C -0.293 -0.426 -0.884
C -0.357 -1.488 0.283
N 0.525 1.180 0.869
N 2.151 1.487 -2.166
N 1.300 1.285 -1.384
N -0.400 -0.901 1.556
N -0.298 0.491 1.618
F -2.067 0.955 1.397
H -1.433 -0.152 -1.157
H 0.070 -0.780 -1.768
H -1.245 -2.171 -0.077
H 0.521 -2.057 0.314
H 2.122 2.158 -2.945
H -0.942 -1.263 2.268
H -0.202 0.900 2.563

Record 10
C6H8O2 in the gas phase in a non-equilibrium geometry. Source: OMol25; level of theory: ωB97M-V/def2-TZVPD.

Computed properties:
Maximum force ... 3.7 eV/Å
SMILES ... C1=C[C@H]2OCO[C@@H]2C1
ΔE to the lowest compared entry with this formula, charge and spin ... 141.3 kcal/mol
Molecular weight ... 112.13 g mol⁻¹
Orbital gap ... 10.42 eV
E_LUMO ... 1.0186 eV

Geometry (Å):
C -2.345 -0.079 0.074
C -0.172 0.486 0.223
C 1.079 1.223 -0.160
C 2.012 -0.153 -0.067
C 1.280 -1.281 0.139
C -0.120 -0.910 -0.354
H -2.903 -0.035 1.127
H -3.139 0.315 -0.719
H -0.164 -0.039 1.287
H 0.701 1.866 -1.097
H 1.480 2.243 0.469
H 3.187 -0.066 0.189
H 1.770 -2.325 0.434
H 0.185 -0.933 -1.338
O -1.388 1.121 -0.070
O -1.463 -1.434 -0.136

Record 11
24 unconnected molecules or ions with the total composition C24H96N20O24 in a non-equilibrium geometry. Source: OMol25; level of theory: ωB97M-V/def2-TZVPD.

Computed properties:
Maximum force ... 5.4 eV/Å
Molecular weight ... 1049.15 g mol⁻¹
Orbital gap ... 9.25 eV
E_LUMO ... -0.2193 eV

Geometry (Å):
C 3.398 -4.720 1.550
O 2.741 -5.519 0.528
H 2.757 -4.221 2.302
H 4.139 -5.395 2.061
H 3.979 -3.926 1.075
H 2.735 -5.049 -0.339
C 0.072 -5.012 -5.060
O 0.976 -3.950 -4.777
H -0.720 -4.666 -5.749
H 0.609 -5.817 -5.597
H -0.390 -5.346 -4.153
H 1.648 -4.318 -4.187
C -4.360 2.786 3.590
O -3.195 2.174 3.004
H -4.042 3.503 4.345
H -4.886 3.333 2.776
H -5.012 2.002 4.079
H -2.882 1.408 3.506
C -0.847 -4.604 0.916
O -2.137 -5.122 1.309
H -0.258 -5.460 0.700
H -0.974 -4.050 0.025
H -0.340 -4.021 1.693
H -2.739 -4.391 1.237
C 6.042 -0.841 0.032
O 4.931 -0.004 0.257
H 6.582 -0.871 1.019
H 5.665 -1.843 -0.109
H 6.554 -0.474 -0.849
H 4.402 0.114 -0.536
C 1.548 2.946 8.632
O 2.158 2.151 7.622
H 2.359 3.096 9.318
H 1.147 3.854 8.187
H 0.760 2.375 9.208
H 1.503 1.732 7.043
C -3.552 -4.076 -2.031
O -4.386 -3.964 -0.949
H -2.544 -4.448 -1.775
H -4.013 -4.887 -2.610
H -3.485 -3.185 -2.621
H -3.840 -3.648 -0.222
C 4.240 2.889 -1.859
O 3.389 3.319 -2.977
H 4.177 3.675 -1.191
H 4.012 1.880 -1.461
H 5.288 2.877 -2.180
H 3.706 2.858 -3.798
C 0.653 -1.267 -6.803
O 1.699 -2.192 -6.475
H 0.353 -0.781 -5.944
H 1.092 -0.495 -7.412
H -0.166 -1.769 -7.352
H 1.495 -2.726 -5.652
C 0.680 3.212 0.961
O -0.282 2.495 1.690
H 1.359 2.466 0.557
H 0.171 3.726 0.146
H 1.247 3.888 1.583
H -0.995 3.099 1.923
C -2.105 -0.988 -4.448
O -3.217 -0.899 -3.545
H -2.117 -0.137 -5.118
H -1.114 -1.007 -3.997
H -2.097 -1.863 -5.067
H -3.006 -1.090 -2.633
C -0.220 -5.623 4.055
O 0.169 -4.294 4.522
H 0.586 -6.238 3.657
H -0.807 -6.120 4.853
H -0.916 -5.433 3.237
H 0.970 -4.212 5.094
C -0.358 2.722 4.608
O 0.135 2.524 5.949
H 0.327 3.341 4.033
H -0.590 1.789 4.145
H -1.237 3.460 4.659
H -0.192 3.105 6.643
C 3.225 1.710 3.145
O 3.282 0.376 2.654
H 4.053 1.874 3.874
H 3.287 2.509 2.403
H 2.307 1.836 3.721
H 3.867 0.447 1.882
C 0.728 7.296 -0.876
O 1.039 8.444 -1.052
N 0.376 6.967 0.414
N 0.868 6.340 -1.803
H 0.015 7.793 0.879
H -0.284 6.189 0.486
H 1.257 6.585 -2.664
H 0.649 5.453 -1.506
C -3.726 -1.187 0.334
O -3.582 -2.172 0.955
N -4.113 -1.116 -1.012
N -3.406 0.025 0.921
H -4.874 -0.447 -1.218
H -4.496 -2.017 -1.254
H -3.754 0.895 0.611
H -3.130 0.007 1.872
C -0.711 2.672 -4.006
O -0.046 1.807 -4.564
N -0.117 3.814 -3.544
N -2.045 2.552 -3.765
H 0.903 3.728 -3.392
H -0.526 4.482 -2.887
H -2.470 1.657 -3.932
H -2.575 3.236 -3.223
C 3.324 -3.762 -1.948
O 2.704 -4.752 -2.375
N 4.687 -3.736 -1.977
N 2.680 -2.761 -1.259
H 5.146 -4.548 -2.396
H 5.278 -2.900 -1.816
H 1.678 -2.741 -1.243
H 3.023 -1.837 -1.207
C -2.594 4.425 -0.792
O -1.635 5.008 -0.248
N -3.168 3.336 -0.168
N -3.142 4.753 -1.984
H -2.850 3.286 0.814
H -4.141 3.123 -0.389
H -2.650 5.581 -2.374
H -4.045 4.463 -2.196
C -1.664 -0.924 4.192
O -2.511 -0.055 4.004
N -1.580 -2.105 3.491
N -0.820 -0.773 5.196
H -2.298 -2.457 2.918
H -0.914 -2.787 3.830
H -0.864 0.090 5.727
H 0.070 -1.250 5.283
C -5.927 1.865 -3.197
O -5.077 2.170 -2.300
N -6.931 2.729 -3.613
N -5.900 0.587 -3.676
H -7.433 2.679 -4.477
H -6.798 3.660 -3.205
H -6.543 0.390 -4.366
H -5.010 0.062 -3.595
C 2.643 -2.258 5.156
O 2.255 -3.106 5.943
N 3.728 -1.414 5.418
N 1.878 -1.933 4.024
H 3.906 -1.368 6.390
H 4.246 -0.902 4.704
H 2.175 -1.190 3.399
H 1.407 -2.789 3.757
C -0.518 -0.520 -0.940
O 0.071 -1.234 -1.746
N -0.143 -0.565 0.414
N -1.413 0.402 -1.334
H -0.813 -0.273 1.084
H 0.288 -1.470 0.659
H -1.396 0.573 -2.331
H -1.837 1.093 -0.710
C 3.373 0.000 -3.311
O 4.037 -0.381 -2.320
N 2.028 -0.022 -3.488
N 4.013 0.560 -4.492
H 1.390 -0.440 -2.833
H 1.715 0.148 -4.420
H 4.957 0.334 -4.613
H 3.482 0.347 -5.369

Question: Which value of molecular weight does entry 2 give?
Answer: 163.20 g mol⁻¹